54
Properties=species:S:1:pos:R:3:forces:R:3:mulliken_charge:R:1 method="wB97M-V/def2-TZVPD" e_above_lowest_kj_mol=8.0 total_charge=+1 orbital_gap_ev=9.860 energy_ev=-93217.1747 e_homo_ev=-12.399
Zn -9.55351 -10.15274 -8.34503 0.985 -0.089 0.121 0.149
Cl -6.80396 -11.58023 -6.85089 0.703 0.042 -0.232 1.836
O -5.69926 -10.65067 -6.73820 -0.519 -0.907 -0.175 -0.651
O -6.43829 -12.93287 -7.15756 0.230 0.831 0.245 -0.676
O -8.57308 -9.31896 -9.97880 0.812 -0.158 -0.296 0.477
O -10.93339 -6.91301 -9.49124 -0.718 0.121 0.129 -0.196
O -7.59485 -11.52449 -5.65836 -0.252 0.014 0.179 -0.636
O -10.17669 -11.92808 -9.21115 -0.080 -0.791 -0.275 0.290
O -7.61890 -11.10554 -8.00606 -0.730 0.401 -0.250 -0.614
O -10.10670 -10.58674 -6.36394 -0.022 0.828 1.153 0.584
N -9.04326 -8.30211 -7.55540 1.221 1.151 0.874 0.221
N -11.49875 -9.61173 -8.91672 -1.322 -0.389 0.928 0.175
C -11.58101 -12.12443 -9.14375 -0.469 0.716 0.315 -0.827
C -7.79053 -7.84592 -8.23593 0.040 -0.414 -0.204 -1.003
C -10.91083 -5.80382 -10.36817 0.983 0.581 -0.376 -0.985
C -12.24229 -8.52978 -8.22940 -0.165 1.920 -1.705 -0.443
C -7.82877 -8.11468 -9.74303 -1.267 0.415 0.525 -0.327
C -9.54313 -12.98298 -9.93721 0.647 -0.541 -0.694 -1.101
C -10.64516 -11.62355 -5.56145 -0.430 -1.295 0.032 -1.177
C -12.25618 -7.27037 -9.13366 0.284 -0.659 0.146 -1.167
C -8.54025 -9.70618 -11.33688 0.129 -0.242 -0.758 -1.084
C -8.81494 -8.49561 -6.09408 -0.290 -0.703 0.188 -1.006
C -12.18076 -10.86268 -8.53173 -1.245 -1.003 -0.447 -0.825
C -9.88099 -9.43235 -5.52789 -0.397 0.397 0.301 -0.708
H -7.82736 -8.91906 -5.91132 -0.036 -0.103 -0.171 0.394
H -9.56211 -7.42946 -7.57732 -0.982 -0.607 -0.566 0.247
H -8.44466 -7.37814 -10.26669 0.578 0.439 -0.016 0.119
H -7.70405 -6.77322 -8.05674 0.456 -0.031 -0.107 0.468
H -12.85163 -7.51230 -10.02507 0.159 -0.031 -0.197 0.448
H -8.84011 -8.89865 -12.01256 -0.171 0.164 0.265 0.345
H -9.78379 -13.97098 -9.54372 -0.352 0.143 0.173 0.345
H -11.85035 -8.26421 -7.25560 0.024 -0.435 0.206 -0.075
H -6.79367 -8.13928 -10.08192 -0.143 -0.279 -0.432 0.484
H -6.92546 -8.37728 -7.83830 -0.153 0.015 0.276 0.385
H -8.45523 -12.93596 -9.93003 -0.066 0.629 0.476 0.295
H -9.89612 -12.05497 -4.89694 0.225 0.064 -0.278 0.323
H -9.84284 -12.91894 -10.98589 -0.220 -0.096 0.037 0.385
H -11.64900 -9.43794 -9.90818 0.288 -0.254 -0.070 0.244
H -11.48513 -4.93505 -10.03510 -0.146 -0.225 0.320 0.359
H -9.62914 -9.70950 -4.50195 0.466 -0.382 -0.221 0.486
H -11.49558 -11.34858 -4.92611 0.076 0.704 -0.241 0.346
H -12.06474 -12.29173 -10.11129 0.629 -0.083 -0.288 0.460
H -13.31659 -8.72922 -8.23367 0.061 -0.523 0.747 0.548
H -12.26276 -10.99233 -7.45817 0.525 0.546 0.199 0.250
H -11.04340 -12.39332 -6.22394 0.345 -0.085 -0.053 0.222
H -9.21497 -10.54615 -11.49042 -0.035 0.007 0.187 0.267
H -7.54112 -10.00778 -11.66007 0.073 -0.072 0.280 0.267
H -13.23515 -10.86343 -8.83949 0.068 0.222 -0.144 0.666
H -11.21081 -6.02124 -11.39848 -0.201 -0.383 0.151 0.345
H -12.79540 -6.44698 -8.65664 0.176 0.041 0.251 0.540
H -8.88045 -7.55336 -5.54632 0.071 0.047 -0.042 0.398
H -10.86317 -8.96172 -5.39230 0.063 0.337 -0.321 0.471
H -9.86192 -5.49900 -10.40637 -0.116 0.107 -0.081 0.271
H -11.84090 -12.97346 -8.50567 0.207 -0.103 -0.065 0.393